[1]
{
  "formula": "C5H12S2",
  "method": "ωB97M-V with the def2-TZVPD basis set",
  "total_charge": 1,
  "multiplicity": 2,
  "orbital_gap_ev": [10.526, 6.962],
  "elements": ["S", "S", "C", "C", "C", "C", "C", "H", "H", "H", "H", "H", "H", "H", "H", "H", "H", "H", "H"],
  "coordinates": [[1.6940, 1.0553, 0.3870], [0.0102, 0.7939, 1.4855], [1.0786, 1.9260, -1.1682], [0.1901, -1.0165, 1.8231], [-1.0643, -1.6720, 2.3701], [-0.1380, -0.2565, -1.9352], [-0.2267, 1.2642, -1.6490], [-0.9288, -2.7426, 2.5314], [0.5559, -0.6712, -1.2116], [0.9063, -1.0219, 2.6503], [-1.0615, -0.8261, -1.8280], [0.2388, -0.3895, -2.9545], [1.8047, 1.7432, -1.9658], [0.7286, -1.5089, 0.9887], [0.9206, 2.9658, -0.8573], [-0.3676, 1.6789, -2.6563], [-1.3053, -1.1254, 3.2566], [-1.9853, -1.6693, 1.7178], [-1.0504, 1.4726, -0.9846]],
  "atomic_forces_ev_per_a": [[-0.67, -0.18, -0.19], [0.49, -0.41, -1.12], [-1.15, -0.58, 0.70], [1.36, -0.43, 0.46], [-1.46, 0.10, -1.54], [0.60, 0.45, 0.25], [0.07, -0.53, -0.94], [0.50, 0.23, 0.40], [0.26, -0.55, -0.18], [0.11, -0.10, -0.03], [-0.15, 0.43, -0.08], [0.07, -0.30, 0.33], [0.54, 0.37, 0.66], [-0.79, 0.44, 0.18], [0.30, -0.17, -0.56], [-0.51, 0.56, 0.52], [-0.41, -0.18, 0.86], [1.10, 0.45, 0.30], [-0.26, 0.40, -0.02]],
  "mulliken_charge": [0.1426, 0.1831, -0.5635, -0.3271, -1.1797, -0.7911, -0.6164, 0.3521, 0.1396, 0.4046, 0.2834, 0.3544, 0.3982, 0.4212, 0.3734, 0.3541, 0.3482, 0.3130, 0.4098]
}

---

[2]
{
  "formula": "C19H22ClN3O4S",
  "method": "ωB97M-V with the def2-TZVPD basis set",
  "total_charge": 0,
  "multiplicity": 1,
  "orbital_gap_ev": 8.230,
  "elements": ["Cl", "S", "O", "O", "O", "O", "N", "N", "N", "C", "C", "C", "C", "C", "C", "C", "C", "C", "C", "C", "C", "C", "C", "C", "C", "C", "C", "C", "H", "H", "H", "H", "H", "H", "H", "H", "H", "H", "H", "H", "H", "H", "H", "H", "H", "H", "H", "H", "H", "H"],
  "coordinates": [[-0.6751, -4.2100, -0.9424], [3.8768, -0.2326, 0.6556], [-5.5349, -1.5828, 0.6407], [-2.3359, 4.1650, -0.2556], [4.1231, -0.2528, 2.0639], [4.9787, -0.2967, -0.2542], [-1.5063, 2.0463, -0.5247], [3.0294, 1.1712, 0.3172], [0.9510, 2.8363, -0.5084], [-4.8653, 0.7482, 0.3373], [-3.8520, 1.6445, 0.0440], [-2.3122, -0.1813, -0.1955], [2.7665, 1.3846, -1.0878], [-0.0053, 3.8754, -0.8246], [2.6842, -1.5091, 0.2424], [-3.3196, -1.0733, 0.0942], [1.8797, 1.3780, 1.1683], [1.5785, -2.8169, -1.4284], [0.7187, -2.7409, 0.8321], [-1.4302, 3.3970, -0.4901], [1.7547, -1.8957, 1.1912], [2.1636, 2.7743, -1.2970], [-2.5678, 1.1902, -0.2244], [2.6076, -1.9669, -1.0602], [-6.8574, -1.1871, 0.9120], [-4.6120, -0.6186, 0.3650], [0.6307, -3.1849, -0.4814], [1.2805, 2.7559, 0.9028], [2.8954, 3.5415, -0.9996], [-7.4095, -2.1083, 1.0918], [2.0005, 3.5365, 1.1946], [-6.9132, -0.5529, 1.8027], [2.2254, 1.2866, 2.1977], [-4.0534, 2.7026, 0.0262], [3.7180, 1.2800, -1.6087], [-0.0190, -3.0476, 1.5564], [0.0218, 4.0784, -1.8987], [0.1768, 4.8237, -0.3003], [3.3662, -1.6644, -1.7647], [2.0567, 0.6339, -1.4730], [-0.6098, 1.6014, -0.7062], [-5.8508, 1.1348, 0.5416], [1.8642, -1.5423, 2.2042], [0.3703, 2.8762, 1.4930], [-7.3021, -0.6597, 0.0619], [-3.1328, -2.1351, 0.1149], [1.1058, 0.6164, 0.9774], [1.5034, -3.1867, -2.4387], [-1.3151, -0.5467, -0.4038], [1.9192, 2.9063, -2.3526]],
  "atomic_forces_ev_per_a": [[-0.16, -0.13, -0.05], [-0.09, 0.09, -0.05], [0.27, -0.09, -0.06], [-0.24, 0.26, 0.05], [-0.35, -0.06, 0.08], [-0.23, -0.06, -0.28], [0.32, -0.28, -0.12], [0.69, -0.60, 0.28], [0.19, 0.28, -0.12], [-0.21, -0.40, 0.08], [0.24, 0.14, -0.06], [-0.11, 0.12, 0.02], [0.13, 0.21, -0.69], [-0.05, 0.03, 0.05], [0.48, 0.50, 0.17], [-0.22, 0.01, 0.05], [-0.40, 0.23, 0.55], [-0.08, -0.01, 0.07], [0.00, -0.02, -0.10], [0.40, -0.11, -0.09], [0.00, -0.07, 0.10], [0.11, -0.32, -0.01], [-0.48, 0.01, 0.10], [0.06, -0.06, -0.07], [-0.17, 0.05, 0.04], [0.13, 0.11, -0.03], [0.27, 0.20, 0.09], [0.09, -0.34, 0.08], [-0.03, 0.00, -0.06], [-0.01, 0.10, 0.00], [-0.08, 0.01, 0.00], [0.00, -0.01, -0.04], [-0.18, 0.05, 0.03], [-0.01, 0.05, -0.01], [-0.11, 0.05, -0.13], [-0.07, -0.04, 0.06], [0.01, 0.02, 0.04], [-0.09, -0.08, -0.03], [0.04, 0.00, -0.16], [0.02, 0.12, -0.03], [-0.15, 0.19, 0.06], [-0.10, 0.01, 0.02], [-0.08, 0.01, 0.14], [0.05, -0.03, 0.03], [0.02, 0.00, 0.03], [0.05, -0.15, -0.01], [-0.01, 0.12, 0.04], [-0.02, -0.04, -0.08], [0.12, -0.06, -0.03], [0.04, -0.01, 0.04]],
  "mulliken_charge": [-0.1899, 1.2943, -0.4534, -0.6747, -0.7159, -0.7136, 0.0145, -0.0811, 0.3142, -0.4475, -0.7166, -0.1501, -0.3817, -0.8827, -0.1250, -0.6259, -0.2620, -0.6619, -0.6321, 0.6813, -0.3545, -1.2109, 0.0941, -0.3851, -0.8642, 0.7901, 0.3677, -1.1781, 0.3324, 0.2437, 0.3874, 0.3413, 0.5239, 0.5016, 0.5268, 0.4407, 0.3933, 0.3147, 0.5175, 0.2204, -0.1212, 0.3715, 0.5076, 0.4730, 0.3407, 0.4299, 0.1041, 0.4534, 0.3759, 0.4719]
}

---

[3]
{
  "formula": "C32H30ClN3O5SZr",
  "method": "ωB97M-V with the def2-TZVPD basis set",
  "total_charge": 2,
  "multiplicity": 1,
  "orbital_gap_ev": 7.229,
  "elements": ["Zr", "Cl", "S", "O", "O", "O", "O", "O", "N", "N", "N", "C", "C", "C", "C", "C", "C", "C", "C", "C", "C", "C", "C", "C", "C", "C", "C", "C", "C", "C", "C", "C", "C", "C", "C", "C", "C", "C", "C", "C", "C", "C", "C", "H", "H", "H", "H", "H", "H", "H", "H", "H", "H", "H", "H", "H", "H", "H", "H", "H", "H", "H", "H", "H", "H", "H", "H", "H", "H", "H", "H", "H", "H"],
  "coordinates": [[0.2446, 0.1074, 0.1819], [3.6001, -4.3641, 2.3677], [-1.4363, 2.5377, 3.6394], [3.7014, -5.3907, -0.4740], [-1.1293, 1.2690, -1.0005], [0.2559, -2.8432, -2.3152], [2.0422, -5.0990, -1.9158], [0.7764, -0.7776, -1.5568], [-0.9254, 0.7006, 1.9441], [1.2149, -1.8091, 0.8659], [1.9540, -2.3776, 1.8460], [1.9286, -1.7897, 3.1650], [0.6514, 2.5741, 1.7570], [-4.5948, -2.5560, 2.9627], [-2.7136, -0.9521, 2.4425], [-1.4502, 1.9266, -3.2651], [-3.8213, -1.2606, 3.2195], [2.8603, 3.7787, 0.5802], [-0.5152, 1.9002, 2.3722], [-3.5727, 0.8597, 4.4198], [2.1570, 4.4334, 1.5836], [-3.6259, -3.7387, 2.8367], [-1.9399, 0.4907, -3.1036], [2.2363, 0.1294, 4.5437], [2.2078, -3.6730, 0.0398], [1.3466, 1.8994, 0.7254], [-2.0464, 0.2473, 2.6482], [-4.2302, -0.3336, 4.1994], [1.4894, -2.5456, 4.2370], [2.4519, 2.5222, 0.1472], [2.3110, -0.4657, 3.2919], [0.7519, -2.1246, -1.5007], [-5.5781, -2.8640, 4.0941], [1.8011, -0.6091, 5.6367], [-5.3763, -2.3903, 1.6530], [1.0493, 3.8375, 2.1734], [2.7390, -4.7797, -0.8246], [1.3616, -2.6122, -0.2114], [-0.5264, 2.1218, -2.0878], [-2.1684, 0.3919, -1.6157], [-2.4665, 1.1425, 3.6261], [2.5674, -3.4778, 1.3911], [1.4348, -1.9402, 5.4847], [1.1839, -3.5751, 4.1089], [-0.4661, 3.1262, -1.6803], [-6.4061, -2.1549, 4.1313], [-5.0873, -2.8722, 5.0691], [1.7613, -0.1488, 6.6146], [-2.0432, -0.6222, -1.2103], [-6.0110, -3.8513, 3.9352], [-2.2838, 2.6274, -3.2141], [-2.9509, -3.6423, 1.9839], [-2.8639, 0.3023, -3.6468], [3.7235, 4.2516, 0.1315], [1.2422, -4.5579, -2.0293], [-2.3781, -1.6602, 1.6921], [-1.1890, -0.2270, -3.4316], [2.7073, 0.0842, 2.4471], [0.4733, 1.7310, -2.2830], [-0.9238, 2.0859, -4.2040], [-3.0239, -3.8550, 3.7399], [-4.1896, -4.6596, 2.6875], [-3.1263, 0.7825, -1.2787], [-3.9152, 1.5416, 5.1858], [1.1006, -2.5156, 6.3370], [0.5160, 4.3686, 2.9529], [3.0087, 2.0375, -0.6469], [-5.0899, -0.5598, 4.8119], [2.4734, 5.4154, 1.9081], [2.5468, 1.1586, 4.6663], [-6.0668, -1.5470, 1.7056], [-4.7044, -2.2279, 0.8060], [-5.9584, -3.2889, 1.4450]],
  "atomic_forces_ev_per_a": [[0.41, 1.23, 0.39], [-0.02, 0.01, -0.02], [-0.06, 0.12, 0.14], [0.15, 0.16, -0.11], [0.08, -0.28, -0.52], [0.15, -0.08, -0.15], [0.04, 0.26, 0.12], [-0.45, -0.63, 0.35], [-0.12, -0.01, 0.23], [-0.03, -0.12, -0.59], [-0.29, 0.28, 0.27], [0.03, -0.20, -0.23], [-0.29, -0.16, 0.14], [0.03, 0.05, 0.09], [-0.11, -0.13, 0.04], [-0.04, 0.16, -0.06], [-0.05, 0.04, 0.00], [-0.01, 0.00, 0.01], [0.24, -0.21, -0.30], [0.01, -0.06, -0.03], [-0.01, -0.03, -0.01], [0.05, -0.03, 0.00], [-0.10, -0.07, -0.05], [-0.02, -0.03, -0.03], [-0.10, 0.07, 0.43], [-0.04, -0.36, -0.15], [0.18, 0.07, -0.06], [0.02, -0.06, -0.03], [-0.08, 0.11, 0.10], [0.02, 0.06, 0.02], [0.07, 0.08, 0.12], [0.15, 0.18, 0.18], [-0.03, -0.02, 0.04], [0.00, 0.01, -0.01], [-0.02, -0.01, -0.10], [0.13, 0.07, 0.00], [-0.33, -0.52, 0.13], [0.37, 0.08, -0.56], [-0.06, -0.15, 0.22], [0.01, 0.14, 0.30], [-0.10, 0.03, 0.10], [0.08, -0.13, -0.08], [-0.02, -0.04, -0.02], [0.03, -0.01, -0.04], [-0.05, 0.01, -0.01], [0.02, 0.03, -0.02], [0.02, -0.03, -0.01], [0.00, -0.01, 0.00], [0.02, 0.00, -0.03], [-0.01, 0.01, -0.01], [0.01, 0.01, -0.01], [0.00, 0.02, -0.01], [0.02, -0.01, -0.02], [0.00, 0.00, 0.00], [0.05, 0.01, -0.11], [0.08, 0.07, -0.05], [0.01, 0.00, 0.02], [0.00, -0.02, -0.04], [0.00, 0.01, -0.03], [-0.01, 0.00, 0.00], [-0.01, 0.00, 0.01], [-0.01, 0.01, 0.01], [-0.02, 0.01, -0.05], [0.02, 0.03, -0.01], [0.01, 0.02, 0.02], [-0.02, -0.03, 0.01], [-0.01, -0.02, 0.00], [0.00, 0.01, 0.00], [-0.01, 0.00, 0.01], [0.01, 0.00, 0.01], [0.01, 0.00, 0.02], [0.00, 0.00, 0.01], [0.01, -0.01, 0.02]],
  "mulliken_charge": [0.6256, -0.0565, -0.3575, -0.4927, -0.1765, -0.6105, -0.4689, -0.6204, 1.0852, -0.2071, 0.2353, 0.2123, 0.7136, 2.1603, 0.4963, -0.6867, -0.0110, -0.7878, 0.9031, -1.4690, -0.8058, -1.6345, -0.5895, -0.8363, -0.1211, 0.5010, -1.9924, -0.4247, -0.3841, -0.1629, -0.2979, 0.3953, -2.0956, -0.6459, -1.4886, -1.0775, 0.4414, 0.2067, -0.3231, -0.1400, 0.7484, 0.5504, -0.7378, 0.5352, 0.3683, 0.4125, 0.4758, 0.4706, 0.0941, 0.4381, 0.3153, 0.3007, 0.4520, 0.4866, 0.3903, 0.4278, 0.1836, 0.6510, 0.2757, 0.3921, 0.3807, 0.4864, 0.4338, 0.4610, 0.4428, 0.4937, 0.5441, 0.4923, 0.4554, 0.4857, 0.3743, 0.2789, 0.4283]
}

---

[4]
{
  "formula": "C2H6N3O2S",
  "method": "ωB97M-V with the def2-TZVPD basis set",
  "total_charge": 1,
  "multiplicity": 1,
  "orbital_gap_ev": 9.019,
  "elements": ["S", "O", "O", "N", "N", "N", "C", "C", "H", "H", "H", "H", "H", "H"],
  "coordinates": [[0.3615, -0.9261, 0.2190], [-3.6576, -0.0136, -0.1323], [-2.6724, -0.8204, 0.5256], [2.5996, 0.8291, 0.8862], [-1.1096, 1.3591, -0.5090], [3.0546, -0.6971, -0.7528], [2.3221, -0.0198, 0.0673], [-0.6697, 0.3732, 0.0044], [4.0631, -0.7426, -0.6882], [-2.8483, -0.6495, 1.4293], [-4.1987, -0.7375, -0.4448], [-2.0428, 1.8981, -0.4498], [2.7935, -1.1541, -1.6190], [2.0047, 1.3012, 1.4641]],
  "atomic_forces_ev_per_a": [[-0.36, 0.54, -0.11], [0.55, -0.05, 0.39], [0.54, -0.14, -1.46], [1.45, -0.55, -1.82], [-1.73, -0.79, 1.79], [1.16, -2.29, -2.48], [-0.71, 1.03, 1.55], [0.77, 1.27, -2.16], [-0.02, 0.58, 0.74], [-0.48, 0.23, 1.80], [-0.72, -0.11, -0.51], [2.11, -1.06, -0.23], [-0.89, 0.23, 0.46], [-1.67, 1.11, 2.05]],
  "mulliken_charge": [-0.1547, -0.3219, -0.3887, -0.4176, -0.2988, -0.4167, 0.5997, 0.5423, 0.2583, 0.3654, 0.3549, 0.3677, 0.2313, 0.2789]
}

---

Sequential total energy output: -27041.737 -56077.995 -73005.599 -21559.821 eV
Sequential ΔE to the lowest compared entry with this formula, charge and spin output: 16.04 26.35 4.74 74.35 kcal per mole